This record from the Open Molecules 2025 dataset describes a structure of composition C33H52BN9OPd. The level of theory is ωB97M-V/def2-TZVPD.

Energy above the lowest of the compared OMol25 structures with the same formula, charge and spin in eV: 1.164
Total charge: -2
Multiplicity: 1
Orbital gap in eV: 3.31

The geometry in XYZ format:
```
97
Properties=species:S:1:pos:R:3:mulliken_charge:R:1
H -3.4012 1.8320 -1.1346 -0.12
H 1.5809 -3.3105 2.1528 -0.29
H 5.4762 1.2043 -0.7937 0.49
H 0.1627 -4.8731 0.9357 0.46
C -0.4582 -4.0664 0.5793 -0.31
C -1.9536 -2.7053 -0.2968 -0.14
H 1.3546 5.6710 -3.1860 0.37
H -1.0099 2.3994 -4.2725 0.36
O -0.1995 -0.8004 -2.7479 -0.31
H 5.0778 0.4229 -2.3315 0.37
H 0.9041 4.2596 0.6810 0.57
N 1.9919 -0.3989 0.2242 0.09
H -2.2649 -0.1420 -0.9408 -0.33
C 3.1381 -0.1629 -0.4066 -0.68
C 0.8969 -1.7703 4.1763 -0.25
H 5.0335 -1.3499 -0.6211 0.38
H -1.1285 0.0388 -6.5423 0.30
C -3.0771 -2.5173 -2.5086 -1.45
C -3.2613 -0.6275 -0.8569 -0.79
C 0.6741 3.9774 -0.3540 0.78
H 3.3121 4.2321 -1.2527 0.10
H -2.3725 0.1753 5.6761 0.43
H 1.3644 1.0589 -2.0559 -0.68
H -3.0156 0.5223 4.0608 0.29
C 2.7301 5.1122 -0.9213 -0.78
H 2.8803 5.2281 0.1540 0.30
N -0.0768 -0.3146 2.8210 0.09
H 1.0673 -0.1290 -7.6423 0.38
H 3.6221 -3.0908 0.9544 0.46
H -2.2955 1.1662 -4.1931 0.26
C -1.2449 1.3800 -3.9570 -0.64
C -1.0440 1.3385 4.3903 0.68
C -1.5266 5.1146 -0.5452 -0.57
H -1.1106 1.3126 -2.8724 -0.29
B 1.0608 -2.3193 1.6876 -0.07
C -0.2517 0.1027 4.0588 0.13
C 0.0988 -0.6305 -3.9094 -0.31
H 0.3819 -0.7240 6.0540 0.42
H -0.5269 1.8429 5.2151 0.28
H -2.1989 -2.0414 -2.9485 0.11
C -1.4448 2.6502 -0.7511 0.56
H 2.5425 1.9844 -3.0349 0.20
H -1.1711 1.7437 2.2500 -0.04
H 4.9498 2.1809 -2.1746 0.45
C 4.0355 -1.2363 -0.2296 -1.45
N -0.1289 -2.7808 0.8220 0.25
H -3.4336 6.0886 -0.7993 0.30
H -2.9905 -3.6000 -2.6384 0.42
H 1.2483 -2.4953 -2.7742 0.11
H -0.3092 2.9769 3.1490 0.26
N 0.6205 -1.4585 2.8905 0.15
H -2.9724 1.8016 5.2898 0.40
C -1.1599 2.2935 3.1950 -1.02
C 2.4022 1.0928 -2.4159 -0.59
C 3.3437 1.0913 -1.2131 2.42
H -4.6137 3.9396 -1.2374 0.36
H 1.4559 -2.6579 4.4250 0.44
C 3.3385 -2.1313 0.5530 -0.46
H -3.6435 -0.3665 0.1321 0.27
N -0.3460 0.4532 -4.6293 0.72
H -3.9731 -2.1766 -3.0370 0.46
C 1.3989 -2.6758 -3.8358 -1.06
N 2.1294 -1.6052 0.8181 0.25
N 1.3208 4.9961 -1.2060 0.00
H -4.0377 -2.6317 -0.5994 0.36
Pd -0.3355 0.7149 -0.2715 -0.14
H -0.9905 6.0407 -0.3488 0.32
C -0.8235 3.9069 -0.5545 -0.17
H 1.0629 2.9607 -0.5144 -0.89
H 1.8698 0.4454 -6.1614 0.25
C 1.1014 4.7672 -2.6198 -0.62
C 1.0220 -0.1235 -6.5509 -0.69
C -2.8340 2.7454 -0.9797 0.06
H 0.0529 4.5257 -2.7897 0.19
H 3.0825 1.9380 -0.5711 0.01
H -2.0717 2.8940 3.2573 0.35
N 0.9728 -1.5008 -4.5646 0.56
C -2.8924 5.1469 -0.7931 -0.68
H 1.7112 3.9368 -3.0122 0.11
H -2.1819 -4.9327 -0.4945 0.40
C 0.3510 -0.7900 4.9771 -1.35
N -1.0401 -1.9479 0.2886 0.26
H 2.5888 0.2071 -3.0339 0.40
H -3.9340 -0.2135 -1.6141 0.41
C 4.7982 1.2332 -1.6511 -2.38
H 2.0472 -1.9976 -6.2566 0.36
C -3.5461 3.9409 -1.0258 -0.64
H -0.2866 1.5802 -6.3531 0.34
C 1.0891 -1.5353 -6.0004 -0.68
C -0.2608 0.5260 -6.0670 -0.72
H 0.2977 -2.1553 -6.4556 0.28
C -2.4379 0.9333 4.8919 -1.56
C -3.1501 -2.1423 -1.0216 0.86
H 3.1429 5.9921 -1.4277 0.34
H 2.4591 -2.8625 -4.0273 0.36
H 0.8240 -3.5667 -4.1224 0.34
C -1.6353 -4.0748 -0.1338 -1.54
```